80
Properties=species:S:1:pos:R:3 method="wB97M-V/def2-TZVPD" homo_lumo_gap_ha="0.2123 / 0.1322" charge=+2 s_squared=6.193 spin_multiplicity=5
N -7.084 5.548 -5.351
C -6.878 6.145 -4.175
C -6.118 5.545 -3.156
C -5.518 4.300 -3.389
C -5.789 3.663 -4.616
C -6.571 4.331 -5.565
C -4.611 3.717 -2.406
Cr -0.158 -0.072 1.437
P 5.967 -0.891 0.320
C -3.699 2.752 -2.693
C -2.739 2.249 -1.736
C -1.545 1.634 -2.170
C -0.616 1.114 -1.260
C -0.888 1.256 0.107
C -2.055 1.873 0.575
C -2.965 2.368 -0.351
Br 2.131 -0.270 1.942
H -4.643 4.191 -1.406
H -3.590 2.383 -3.734
H -5.972 6.085 -2.227
H -5.389 2.676 -4.843
H -7.311 7.134 -4.031
H -6.771 3.873 -6.536
H -1.374 1.560 -3.237
H -3.905 2.817 -0.014
H 0.278 0.607 -1.598
H -2.245 1.920 1.647
P -0.632 -2.131 0.480
C 5.502 0.876 0.542
C 6.595 1.864 0.083
H 5.308 1.006 1.618
H 4.563 1.052 -0.004
H 6.393 2.858 0.502
H 7.588 1.550 0.430
H 6.626 1.972 -1.009
C 5.245 -1.337 -1.308
C 5.958 -2.515 -1.992
H 5.358 -0.431 -1.925
H 4.171 -1.538 -1.170
H 5.667 -2.564 -3.048
H 7.048 -2.394 -1.948
H 5.698 -3.477 -1.532
C 5.061 -1.922 1.540
C 5.805 -2.075 2.873
H 4.860 -2.912 1.088
H 4.081 -1.439 1.708
H 5.278 -2.784 3.523
H 6.811 -2.463 2.682
H 5.889 -1.127 3.416
C -0.490 -3.460 1.704
C -1.607 -4.503 1.683
H -0.435 -2.962 2.684
H 0.491 -3.927 1.534
H -2.546 -4.099 2.078
H -1.799 -4.892 0.676
H -1.332 -5.354 2.315
C 0.597 -2.428 -0.839
C 0.099 -2.443 -2.277
H 1.102 -3.373 -0.587
H 1.345 -1.630 -0.697
H -0.539 -3.310 -2.487
H -0.458 -1.535 -2.534
H 0.956 -2.498 -2.961
C -2.326 -2.077 -0.183
C -3.394 -1.554 0.773
H -2.565 -3.093 -0.533
H -2.270 -1.438 -1.077
H -4.096 -0.925 0.215
H -3.969 -2.370 1.226
H -2.984 -0.932 1.582
C -1.001 -0.986 5.241
C -0.441 0.099 4.400
C 0.579 1.003 4.982
O -0.883 0.239 3.219
H -0.848 -0.734 6.291
H -0.461 -1.925 5.025
H -2.070 -1.125 5.032
H 1.588 0.651 4.713
H 0.458 2.042 4.646
H 0.485 0.961 6.072

***

80
Properties=species:S:1:pos:R:3 method="wB97M-V/def2-TZVPD" homo_lumo_gap_ha=0.1581 charge=+2 spin_multiplicity=1
N -6.582 4.896 -4.223
C -6.345 5.369 -3.021
C -5.484 4.673 -2.136
C -4.705 3.561 -2.634
C -5.013 3.124 -3.946
C -5.979 3.822 -4.729
C -3.552 2.984 -1.867
Hg 0.642 -0.631 -0.921
P 4.596 -0.638 -0.050
C -2.549 2.190 -2.370
C -1.338 1.952 -1.610
C -0.095 1.724 -2.238
C 1.182 1.868 -1.516
C 1.048 2.093 -0.080
C -0.201 2.454 0.426
C -1.392 2.247 -0.269
Br 1.577 1.379 1.828
H -3.542 3.365 -0.824
H -2.555 1.874 -3.416
H -5.419 5.018 -1.118
H -4.518 2.243 -4.396
H -6.798 6.319 -2.721
H -6.230 3.539 -5.766
H -0.221 1.611 -3.316
H -2.336 2.467 0.225
H 2.114 2.047 -2.056
H -0.317 2.836 1.433
P -0.514 -2.655 -0.097
C 4.257 1.116 0.292
C 5.622 1.877 0.353
H 3.729 1.169 1.281
H 3.498 1.547 -0.402
H 5.480 2.897 0.747
H 6.360 1.332 0.980
H 6.091 1.985 -0.638
C 3.995 -1.278 -1.648
C 5.067 -2.250 -2.191
H 3.862 -0.420 -2.334
H 3.002 -1.770 -1.532
H 4.830 -2.563 -3.216
H 6.065 -1.783 -2.187
H 5.147 -3.140 -1.548
C 3.896 -1.617 1.380
C 4.949 -1.588 2.520
H 3.835 -2.655 1.003
H 2.904 -1.275 1.699
H 4.737 -2.344 3.302
H 5.953 -1.793 2.094
H 5.010 -0.616 3.021
C -0.410 -3.299 1.590
C -1.305 -4.502 1.866
H -0.596 -2.455 2.281
H 0.645 -3.590 1.696
H -2.313 -4.179 2.144
H -1.366 -5.200 1.016
H -0.863 -5.036 2.715
C 0.022 -3.775 -1.422
C -0.089 -3.094 -2.790
H -0.579 -4.697 -1.306
H 1.076 -4.067 -1.209
H -1.145 -3.035 -3.074
H 0.333 -2.064 -2.797
H 0.448 -3.639 -3.569
C -2.081 -1.737 -0.408
C -2.921 -1.426 0.830
H -2.578 -2.418 -1.114
H -1.868 -0.790 -0.932
H -3.742 -0.771 0.499
H -3.373 -2.365 1.173
H -2.397 -0.920 1.659
C -0.650 1.709 5.185
C -1.143 0.525 4.377
C -0.896 -0.799 5.032
O -1.744 0.631 3.313
H -1.465 1.883 5.917
H -0.553 2.547 4.485
H 0.313 1.473 5.677
H -1.598 -1.506 4.595
H 0.141 -1.152 4.886
H -1.061 -0.815 6.118

***

84
Properties=species:S:1:pos:R:3 method="wB97M-V/def2-TZVPD" homo_lumo_gap_ha="0.2583 / 0.1733" charge=+2 s_squared=6.018 spin_multiplicity=5
Pt 0.509 -1.490 -0.897
C -1.659 0.353 -1.621
C -1.596 -1.071 -1.314
C -1.367 0.213 0.669
C -1.495 1.087 -0.420
C -1.374 -1.157 0.168
C -2.050 0.927 -2.924
H -1.938 0.183 -3.721
H -1.449 1.812 -3.175
H -3.104 1.253 -2.900
C -1.556 2.567 -0.298
H -1.548 3.053 -1.279
H -0.696 2.925 0.288
H -2.475 2.872 0.228
C -1.299 0.625 2.083
H -2.177 1.224 2.366
H -0.406 1.254 2.237
H -1.254 -0.242 2.754
C -1.726 -2.338 0.990
H -2.804 -2.360 1.206
H -1.186 -2.308 1.943
H -1.441 -3.248 0.458
C -2.260 -2.135 -2.116
H -3.354 -2.073 -2.038
H -1.932 -3.124 -1.781
H -1.984 -2.044 -3.174
C 5.046 -1.317 -4.003
C 4.152 -1.631 -4.954
C 3.826 -3.004 -5.462
C 3.790 -4.112 -4.387
C 3.260 -3.670 -3.054
C 4.068 -3.344 -2.045
C 5.551 -3.133 -2.184
C 6.043 -2.229 -3.351
H 4.568 -3.294 -6.226
H 4.807 -4.526 -4.280
H 2.844 -2.969 -5.960
H 6.566 -2.858 -4.098
H 5.169 -0.244 -3.769
H 3.690 -0.797 -5.497
H 6.828 -1.582 -2.920
H 5.919 -2.702 -1.238
H 3.688 -3.348 -1.036
H 6.046 -4.112 -2.297
H 3.149 -4.928 -4.755
H 2.175 -3.685 -2.909
P 1.787 -0.099 -2.122
P 2.148 -2.003 0.556
C 3.457 -0.332 -1.419
C 3.586 -0.981 -0.022
H 3.943 0.664 -1.429
H 3.991 -0.950 -2.150
H 4.488 -1.615 -0.002
H 3.722 -0.200 0.736
C 1.886 -1.381 2.251
H 1.149 -2.008 2.775
H 1.550 -0.335 2.200
H 2.838 -1.428 2.808
C 2.498 -3.774 0.896
H 3.448 -3.887 1.441
H 2.531 -4.383 -0.014
H 1.687 -4.173 1.522
C 1.429 1.661 -2.179
H 0.484 1.829 -2.716
H 2.256 2.146 -2.718
H 1.362 2.051 -1.147
C 1.337 -0.793 -3.741
H 0.524 -1.530 -3.615
H 2.192 -1.312 -4.183
H 1.001 0.015 -4.405
C 2.548 2.377 3.186
C 2.158 2.707 1.752
O 1.486 1.773 1.125
C 1.331 4.075 1.841
F 2.000 5.053 2.533
F 0.997 4.597 0.631
F 0.158 3.846 2.524
C 3.550 3.033 1.015
F 4.308 3.941 1.706
F 4.296 1.879 0.951
F 3.421 3.485 -0.257
H 1.636 2.133 3.747
H 3.081 3.210 3.657
H 3.179 1.482 3.169

***

88
Properties=species:S:1:pos:R:3 method="wB97M-V/def2-TZVPD" homo_lumo_gap_ha=0.2603 charge=+4 spin_multiplicity=1
Y -0.858 0.811 0.308
C -3.730 0.545 -2.205
C -3.906 2.025 -1.915
S -2.459 2.765 -1.096
C -3.173 3.705 0.289
C -3.970 2.909 1.307
S -3.070 1.495 2.031
C -4.231 0.111 1.808
C -4.665 -0.192 0.384
S -3.281 -0.476 -0.770
H -2.927 0.371 -2.923
H -4.643 0.135 -2.638
H -4.777 2.218 -1.292
H -4.058 2.561 -2.852
H -3.800 4.493 -0.131
H -2.316 4.196 0.753
H -4.898 2.525 0.887
H -4.243 3.566 2.132
H -5.109 0.322 2.421
H -3.732 -0.745 2.266
H -5.280 0.605 -0.026
H -5.278 -1.093 0.387
C 0.370 -2.300 4.993
C 1.543 -1.555 4.896
C 1.627 -0.493 4.011
C 0.529 -0.199 3.210
C -0.638 -0.960 3.283
C -0.724 -2.004 4.189
N 0.499 0.916 2.325
N 1.249 1.862 2.604
C 1.218 2.951 1.702
C 1.995 4.038 2.043
C 2.002 5.145 1.200
C 1.243 5.096 0.045
C 0.493 3.959 -0.223
N 0.457 2.895 0.589
H 0.306 -3.106 5.712
H 2.385 -1.793 5.531
H 2.521 0.112 3.944
H -1.514 -0.677 2.701
H -1.645 -2.562 4.295
H 2.568 4.002 2.960
H 2.586 6.022 1.446
H 1.215 5.928 -0.646
H -0.097 3.903 -1.129
C 1.055 -5.333 0.458
N 1.399 -4.536 -0.816
C 0.429 -4.983 -1.932
N -0.916 -4.808 -1.512
C -1.183 -5.574 -0.293
N -0.310 -5.143 0.801
C -0.611 -3.801 1.280
P -0.396 -2.519 -0.060
C 1.316 -3.056 -0.583
C -1.326 -3.414 -1.406
H 1.725 -4.991 1.246
H 1.259 -6.378 0.228
H 2.352 -4.775 -1.101
H 0.647 -6.034 -2.120
H 0.661 -4.392 -2.816
H -1.010 -6.631 -0.491
H -2.224 -5.448 -0.002
H 0.032 -3.550 2.124
H -1.641 -3.775 1.640
H 2.040 -2.790 0.189
H 1.599 -2.547 -1.504
H -1.175 -2.907 -2.361
H -2.394 -3.373 -1.186
C 4.588 0.300 -0.714
C 3.535 1.320 -0.314
N 2.948 1.987 -1.486
C 1.880 1.613 -2.169
S 0.873 0.261 -1.659
N 1.558 2.237 -3.291
C 2.374 3.270 -3.964
C 3.557 2.689 -4.726
H 5.028 -0.153 0.174
H 5.396 0.769 -1.276
H 4.151 -0.486 -1.332
H 3.970 2.102 0.309
H 2.726 0.855 0.247
H 3.549 2.666 -1.934
H 0.787 1.845 -3.809
H 2.688 4.003 -3.217
H 1.702 3.795 -4.640
H 4.251 2.153 -4.076
H 4.107 3.496 -5.208
H 3.218 2.005 -5.503

***

90
Properties=species:S:1:pos:R:3 method="wB97M-V/def2-TZVPD" homo_lumo_gap_ha="0.2863 / 0.2965" s_squared=2.007 spin_multiplicity=3
Pd 0.319 -0.497 -1.234
O 1.317 3.318 -2.686
C 0.851 2.360 -2.093
O 1.095 1.125 -2.382
C -0.087 2.611 -0.886
P -1.210 1.198 -0.682
C -2.562 1.452 -1.844
C -2.325 2.060 -3.074
C -3.349 2.161 -4.003
C -4.607 1.649 -3.716
C -4.842 1.033 -2.493
C -3.823 0.932 -1.559
C -1.899 1.203 0.979
C -1.734 0.051 1.744
C -2.203 0.024 3.052
C -2.834 1.137 3.586
C -3.012 2.281 2.817
C -2.547 2.314 1.514
H -0.577 3.580 -0.974
H 0.535 2.619 0.014
H -1.347 2.448 -3.331
H -3.157 2.636 -4.956
H -5.405 1.732 -4.443
H -5.823 0.636 -2.262
H -3.994 0.418 -0.622
H -1.270 -0.827 1.306
H -2.079 -0.872 3.645
H -3.195 1.114 4.607
H -3.514 3.143 3.236
H -2.694 3.202 0.910
N -0.590 -3.714 -3.648
C -1.103 -3.613 -2.222
C -1.920 -4.832 -1.851
P -2.067 -2.032 -2.238
O -3.259 -2.463 -3.242
O -1.112 -1.102 -2.965
O -2.561 -1.703 -0.887
P 0.441 -3.326 -1.221
O 0.920 -4.858 -1.074
O 1.347 -2.567 -2.156
O 0.126 -2.673 0.077
H -1.339 -3.978 -4.287
H 0.190 -4.363 -3.732
H -0.251 -2.759 -3.865
H -2.803 -4.926 -2.487
H -2.266 -4.698 -0.825
H -1.331 -5.749 -1.895
H -3.804 -1.698 -3.485
H 1.501 -4.996 -0.314
C 6.488 -0.651 2.042
C 4.981 -0.339 2.108
C 4.275 -1.616 2.594
C 4.743 0.721 3.193
Si 4.354 0.277 0.394
Br 2.083 0.136 0.702
C 4.768 -0.887 -1.066
C 3.920 -0.577 -2.315
C 4.512 -2.349 -0.671
C 6.248 -0.746 -1.464
C 4.709 2.121 0.028
C 4.428 2.445 -1.450
C 3.821 3.056 0.862
C 6.185 2.461 0.307
H 6.854 -0.862 3.052
H 7.086 0.170 1.645
H 6.682 -1.537 1.436
H 4.698 -1.889 3.566
H 4.414 -2.464 1.927
H 3.203 -1.468 2.731
H 5.075 0.318 4.155
H 3.683 0.966 3.290
H 5.292 1.646 3.022
H 2.863 -0.425 -2.104
H 3.986 -1.427 -3.000
H 4.277 0.306 -2.842
H 3.493 -2.501 -0.307
H 5.217 -2.699 0.086
H 4.640 -2.979 -1.555
H 6.488 0.264 -1.796
H 6.450 -1.414 -2.307
H 6.936 -1.018 -0.661
H 3.426 2.150 -1.769
H 5.154 1.979 -2.116
H 4.504 3.527 -1.591
H 2.785 3.016 0.520
H 4.169 4.084 0.721
H 3.836 2.843 1.931
H 6.875 1.818 -0.242
H 6.443 2.412 1.365
H 6.372 3.487 -0.025